# 1
The following is a DFT calculation (wB97M-V/def2-TZVPD) of one molecule with the formula C3H6BrNO2S at a distorted geometry.

Each atom is followed by the atoms it is bonded to, with distances in Å.
CARTESIAN COORDINATES (ANGSTROEM)
1 C 2.085 -1.454 0.674  C2 1.587, H9 1.125, H10 1.141, H11 1.062
2 C 0.904 -0.423 0.427  C1 1.587, C3 1.372, H12 1.153
3 C -0.408 -0.444 0.024  C2 1.372, S7 1.880, Br8 1.814
4 N -1.774 1.209 -1.500  S7 1.668, H13 1.035, H14 0.951
5 O -2.395 0.935 1.020  S7 1.430
6 O -0.383 2.183 0.421  S7 1.402
7 S -1.326 1.194 0.107  C3 1.880, N4 1.668, O5 1.430, O6 1.402
8 Br -1.498 -1.882 -0.162  C3 1.814
9 H 2.992 -1.018 1.177  C1 1.125
10 H 1.788 -2.283 1.400  C1 1.141
11 H 2.274 -1.922 -0.260  C1 1.062
12 H 1.271 0.668 0.492  C2 1.153
13 H -0.972 1.559 -2.054  N4 1.035
14 H -2.556 1.678 -1.767  N4 0.951

Output
- HOMO energy (spin up / spin down) (eV) = -5.9 / -10.6
- multiplicity = 3
- LUMO level (spin up / spin down) (eV) = 0.5 / -2.5
- relative energy (zero: lowest compared OMol25 entry of this formula, charge and spin) (eV) = 0.2549



# 2
The following is a DFT calculation (wB97M-V/def2-TZVPD) of a 15-piece molecular cluster, C7H46BFN2O16 overall at a distorted geometry.

Each atom is followed by the atoms it is bonded to, with distances in Å.
CARTESIAN COORDINATES (ANGSTROEM)
1 C 0.023 3.062 -1.805  C2 1.589, H14 1.121, H15 1.124, H16 1.124
2 C 0.956 4.001 -0.925  C1 1.589, N3 1.487, H17 1.119, H18 1.126
3 N 1.247 3.441 0.421  C2 1.487, B4 1.465, H19 1.023
4 B 0.124 3.552 1.354  N3 1.465, F5 1.401, O6 1.430
5 F -1.161 3.972 0.983  B4 1.401
6 O 0.334 3.173 2.717  B4 1.430, C7 1.445
7 C -0.122 1.803 2.757  O6 1.445, C8 1.601, H20 1.115, H21 1.133
8 C 1.123 0.809 2.592  C7 1.601, N9 1.466, H22 1.116, H23 1.120
9 N 0.658 -0.286 1.735  C8 1.466, C10 1.477, H24 1.016
10 C 1.749 -1.030 1.073  N9 1.477, C11 1.611, H25 1.128, H26 1.118
11 C 1.401 -1.092 -0.499  C10 1.611, C12 1.578, O13 1.448, H27 1.124
12 C -0.168 -1.133 -0.667  C11 1.578, H28 1.114, H29 1.134, H30 1.118
13 O 2.035 -2.294 -1.000  C11 1.448, H31 0.968
14 H -1.024 3.064 -1.403  C1 1.121
15 H 0.432 2.016 -1.849  C1 1.124
16 H -0.054 3.469 -2.849  C1 1.124
17 H 0.516 5.029 -0.882  C2 1.119
18 H 1.936 4.047 -1.476  C2 1.126
19 H 1.501 2.462 0.264  N3 1.023
20 H -0.711 1.556 3.671  C7 1.115
21 H -0.779 1.605 1.856  C7 1.133
22 H 1.966 1.404 2.166  C8 1.116
23 H 1.405 0.501 3.630  C8 1.120
24 H -0.005 -0.896 2.204  N9 1.016
25 H 1.736 -2.103 1.423  C10 1.128
26 H 2.754 -0.556 1.200  C10 1.118
27 H 1.793 -0.179 -1.023  C11 1.124
28 H -0.599 -1.882 0.035  C12 1.114
29 H -0.425 -1.386 -1.743  C12 1.134
30 H -0.632 -0.132 -0.485  C12 1.118
31 H 2.959 -2.211 -0.724  O13 0.968
32 O -3.318 -0.909 -1.246  H33 0.964, H34 0.962
33 H -3.693 -1.734 -1.576  O32 0.964
34 H -3.792 -0.751 -0.425  O32 0.962
35 O -0.836 -1.057 -4.003  H36 0.963, H37 0.963
36 H -1.666 -1.502 -4.200  O35 0.963
37 H -0.161 -1.706 -4.229  O35 0.963
38 O 4.076 -0.716 -2.613  H39 0.968, H40 0.970
39 H 4.814 -1.312 -2.419  O38 0.968
40 H 3.300 -1.181 -2.265  O38 0.970
41 O 2.880 0.851 -4.869  H42 0.961, H43 0.962
42 H 3.256 0.058 -4.477  O41 0.961
43 H 3.618 1.242 -5.346  O41 0.962
44 O -2.093 -3.321 1.353  H45 0.964, H46 0.964
45 H -1.367 -3.887 1.069  O44 0.964
46 H -2.417 -3.744 2.156  O44 0.964
47 O -4.305 3.796 -0.066  H48 0.962, H49 0.965
48 H -4.240 3.738 -1.024  O47 0.962
49 H -3.400 3.659 0.239  O47 0.965
50 O -4.668 -3.317 -0.544  H51 0.969, H52 0.961
51 H -3.917 -3.893 -0.337  O50 0.969
52 H -5.429 -3.792 -0.198  O50 0.961
53 O -3.067 2.124 3.394  H54 0.965, H55 0.963
54 H -2.654 2.826 2.876  O53 0.965
55 H -3.561 2.595 4.074  O53 0.963
56 O -6.160 3.296 2.077  H57 0.962, H58 0.968
57 H -5.742 2.511 2.445  O56 0.962
58 H -5.454 3.718 1.567  O56 0.968
59 O 5.638 0.590 -4.681  H60 0.963, H61 0.969
60 H 6.347 0.008 -4.973  O59 0.963
61 H 5.299 0.161 -3.880  O59 0.969
62 O -0.910 -4.450 4.030  H63 0.965, H64 0.963
63 H -0.915 -3.633 4.543  O62 0.965
64 H -1.170 -5.126 4.664  O62 0.963
65 O 6.993 -1.250 -1.993  H66 0.964, H67 0.964
66 H 7.411 -0.552 -2.511  O65 0.964
67 H 6.500 -0.773 -1.315  O65 0.964
68 O 0.110 -0.766 5.446  H69 0.963, H70 0.962
69 H -0.534 -0.117 5.749  O68 0.963
70 H 0.944 -0.284 5.447  O68 0.962
71 O -2.323 -5.118 -1.183  H72 0.965, H73 0.963
72 H -2.153 -4.284 -1.637  O71 0.965
73 H -2.209 -5.784 -1.868  O71 0.963

Output
- HOMO energy (eV) = -8.8
- LUMO level (eV) = 0.0